8
Properties=species:S:1:pos:R:3:forces:R:3 method="wB97M-V/def2-TZVPD" relative_energy_kcal_mol=57.9 energy_ha=-354.27474 homo_lumo_gap_ev=10.8 total_charge=0 smiles=N#CC#[N+][O-].C#N homo_energy_ev=-11.17
N 1.412631 2.374545 -0.069211 0.0 0.1 0.0
C 1.310634 1.229930 0.000191 0.2 1.1 -0.1
C 1.191062 -0.107638 0.115833 0.0 -2.1 0.0
N 1.137986 -1.271212 0.164656 0.0 1.9 0.0
O 1.049897 -2.437157 0.245153 0.0 -0.9 0.0
C -2.023546 0.073181 -0.127517 0.3 0.1 0.5
N -2.702649 -0.032308 -1.033948 -0.5 -0.1 -0.7
H -1.376014 0.170662 0.704843 0.0 0.0 0.3